Record 1
The following is a DFT calculation (ωB97M-V with the def2-TZVPD basis set) of a cluster of 6 separate species, C7H25NO5 in total.

Summary:
HOMO energy (eV): -8.36
E_tot (eV): -19391.66156
Structure (SMILES): CCN1CCC[C@@H]1C.O.O.O.O.O
Energy relative to the best compared isomer or geometry (same formula, charge and spin) (kJ/mol): 94.64

Each line ends with the Löwdin charge.
CARTESIAN COORDINATES (ANGSTROEM)
C  1.33875  0.74500  2.09284  -0.0811
C  -0.17583  0.66355  1.93268  -0.2289
N  -0.67926  1.05961  0.61402  -0.1192
C  -0.42547  2.49313  0.44900  -0.1949
C  0.41416  2.76315  -0.83387  -0.1360
C  0.25964  1.44799  -1.59464  -0.1365
C  -0.15774  0.36588  -0.60496  -0.3171
C  -1.23900  -0.57588  -1.14877  -0.0529
H  1.79195  1.72911  1.95902  0.0675
H  1.82015  0.11825  1.33875  0.0438
H  1.71421  0.39031  3.05580  0.0779
H  -0.42039  -0.39933  2.03794  0.0924
H  -0.68709  1.19427  2.73191  0.1150
H  0.17964  2.91210  1.25632  0.0971
H  -1.30586  3.14053  0.38326  0.0965
H  -0.02932  3.59770  -1.33092  0.0929
H  1.45844  2.94167  -0.58694  0.1039
H  -0.46379  1.52746  -2.40076  0.1014
H  1.16368  1.09000  -2.09448  0.1169
H  0.68802  -0.25564  -0.30522  0.1050
H  -0.94870  -1.62053  -1.19312  0.0312
H  -1.52694  -0.35057  -2.17800  0.0755
H  -2.14023  -0.69115  -0.54411  0.0594
H  0.43642  -3.02151  0.81875  0.0166
H  1.25334  -2.56376  -0.33598  0.0111
O  1.32570  -2.67460  0.62347  -0.0774
H  3.97505  -0.81092  0.32120  0.0401
H  3.01473  -1.91922  0.21409  -0.0120
O  3.41923  -1.24674  -0.33763  -0.0662
H  -3.57713  1.08347  -0.08043  0.0066
H  -3.53260  2.47023  0.52156  0.0128
O  -4.14862  1.78887  0.24174  -0.0585
H  1.47127  -3.34245  -2.79301  0.0506
H  0.09000  -3.05148  -3.32744  0.0475
O  0.61419  -2.99340  -2.52226  -0.0461
H  -1.60249  -1.88623  1.30620  0.0396
H  -1.97374  -3.36988  1.38475  0.0691
O  -1.39439  -2.74895  0.92926  -0.0439

Cartesian forces (eV/Å) of the 3 atoms listed first:
C 0.853 -0.079 -0.203
C 0.495 -1.278 -0.529
N 0.179 1.687 -0.004

=====

Record 2
The following is a DFT calculation (ωB97M-V with the def2-TZVPD basis set) of a cluster of 5 separate species, C7H25NO5 in total.

Summary:
HOMO energy (eV): -9.66
E_tot (eV): -19391.45142
Structure (SMILES): COC[C@H](C)N.CC(C)O.O.O.O
Energy relative to the best compared isomer or geometry (same formula, charge and spin) (kJ/mol): 114.91

Each line ends with the Löwdin charge.
CARTESIAN COORDINATES (ANGSTROEM)
C  -2.23908  -3.46970  0.10972  -0.0662
C  -1.15442  -2.46939  0.12390  -0.4381
C  0.22301  -3.00324  -0.07975  -0.2622
O  1.05382  -1.91540  -0.29805  -0.2422
C  2.36792  -2.14222  0.24294  -0.0623
N  -1.45724  -1.30720  -0.85178  0.0627
H  -2.55771  -3.52664  -0.94999  0.0922
H  -3.10849  -3.10418  0.60892  0.0700
H  -1.92853  -4.41836  0.55880  0.0910
H  -1.10151  -2.03061  1.15433  0.1335
H  0.20875  -3.78420  -0.93294  0.1586
H  0.53859  -3.61537  0.71533  0.1033
H  2.82121  -2.91620  -0.37502  0.0929
H  2.28905  -2.51530  1.28941  0.1025
H  2.83860  -1.13862  0.20645  0.0934
H  -1.34060  -1.72823  -1.79180  0.0803
H  -0.71503  -0.59648  -0.75594  0.0555
O  -2.39357  3.32055  0.80367  -0.0769
H  -1.43598  3.46582  0.80360  0.0210
H  -2.73708  4.23335  0.59856  0.0761
O  0.06223  0.19268  1.70309  -0.0524
H  -0.88179  -0.01422  1.78227  0.0219
H  0.46820  -0.56086  1.21268  0.0378
O  -2.80493  0.54242  1.47909  -0.0972
H  -3.20919  0.25049  0.64837  0.0363
H  -2.90923  1.54762  1.52238  0.0477
C  1.81541  1.41766  -1.34933  -0.0435
C  1.69568  2.55565  -0.32384  -0.5136
C  1.63665  3.90424  -0.98732  -0.0601
O  0.51665  2.48451  0.43041  -0.0855
H  1.01761  1.50170  -2.06722  0.0722
H  1.76211  0.42328  -0.90195  0.0374
H  2.75544  1.57040  -2.00698  0.1096
H  2.58076  2.61139  0.30984  0.1305
H  0.61777  4.09982  -1.24753  0.0746
H  2.20851  3.88481  -1.94072  0.0889
H  2.05392  4.63843  -0.36340  0.0590
H  0.44252  1.61159  0.91978  0.0515

Cartesian forces (eV/Å) of the 3 atoms listed first:
C -0.415 -0.379 -1.325
C 0.165 2.958 0.858
C -0.953 -1.565 -2.741

=====

Record 3
The following is a DFT calculation (ωB97M-V with the def2-TZVPD basis set) of a cluster of 9 separate species, C7H25NO8 in total.

Summary:
HOMO energy (spin up / spin down) (eV): -13.64 / -14.24
Multiplicity: 2
E_tot (eV): -25525.49492
Total charge: +1
Energy relative to the best compared isomer or geometry (same formula, charge and spin) (kJ/mol): 0.00

Each line ends with the Löwdin charge.
CARTESIAN COORDINATES (ANGSTROEM)
C  2.93193  0.57768  0.15827  0.0112
C  2.56387  -0.47746  -0.75183  0.1014
N  1.38178  -0.99467  -0.18251  0.1240
C  1.02261  -0.38676  0.96425  -0.2093
C  1.95630  0.63635  1.17655  -0.2432
C  1.91874  1.60433  2.26827  -0.0143
C  -1.02633  -1.59979  1.38448  0.1381
C  -0.14918  -0.67364  1.78309  -0.0386
H  3.80087  1.14730  0.13948  0.1111
H  2.95825  -0.88362  -1.73060  0.1762
H  0.94052  -1.78018  -0.59875  0.0987
H  1.90126  2.65815  1.92383  0.1083
H  1.07678  1.43237  3.00510  0.1037
H  2.79726  1.69373  2.99857  0.1329
H  -1.01277  -2.09212  0.46410  0.0272
H  -1.93560  -1.92039  1.97266  0.1297
H  -0.29437  -0.16482  2.72743  0.1246
H  3.89402  -1.37663  1.68457  0.0373
H  2.46566  -2.05454  1.83373  0.0609
O  3.44131  -2.11721  2.15143  -0.0690
H  -2.21549  2.43880  -2.22546  -0.0754
H  -1.30575  1.87797  -3.17036  0.0368
O  -1.51654  2.62818  -2.63451  0.0779
H  -1.08205  1.42521  0.96958  0.0378
H  -1.75703  2.55707  0.59417  0.0440
O  -1.98622  1.79944  1.11660  -0.0348
H  0.13029  2.95772  -1.23291  0.0309
H  1.17989  2.11765  -0.55416  -0.0132
O  0.38207  2.55806  -0.41496  0.0065
H  -2.98445  -1.21968  -0.79367  0.0541
H  -3.07038  -1.68096  -2.24212  0.0569
O  -2.44203  -1.69824  -1.52183  -0.0974
H  -3.25861  1.00462  0.45053  -0.0005
H  -4.64238  0.20954  0.39229  0.0460
O  -3.80324  0.33204  -0.02808  -0.0684
H  -0.37415  0.58412  -2.38904  0.0056
H  -1.36973  -0.22234  -2.11811  -0.0364
O  -0.70801  -0.23322  -2.76356  -0.0309
H  -0.35842  -3.52272  -1.00587  0.0374
H  0.03734  -3.48236  -2.33708  0.0941
O  0.51200  -3.65898  -1.46357  -0.0819

Cartesian forces (eV/Å) of the 3 atoms listed first:
C -1.871 -1.770 -0.254
C -1.415 0.490 1.693
N 1.376 -0.019 -1.277

=====

Record 4
The following is a DFT calculation (ωB97M-V with the def2-TZVPD basis set) of a cluster of 7 separate species, C7H26NO6 in total.

Summary:
HOMO energy (eV): -12.54
E_tot (eV): -21448.59850
Total charge: +1
Energy relative to the best compared isomer or geometry (same formula, charge and spin) (kJ/mol): 68.29

Each line ends with the Löwdin charge.
CARTESIAN COORDINATES (ANGSTROEM)
C  -0.81286  1.45157  -1.62334  -0.1366
C  -1.15650  -0.00623  -1.87167  -0.1400
C  -1.14225  -0.82145  -0.61228  -0.3318
C  -2.08176  -1.73117  -0.35459  0.0595
C  -0.00081  -0.71611  0.36447  -0.1919
C  -0.27290  -0.93517  1.81306  -0.1902
C  0.50292  -1.77152  2.48849  0.0473
N  -1.66332  2.04214  -0.54258  0.2077
H  0.21718  1.78330  -1.55282  0.1241
H  -1.15157  1.91108  -2.55005  0.1294
H  -2.04442  -0.18262  -2.47573  0.1273
H  -0.41460  -0.39208  -2.58365  0.1382
H  -2.93042  -1.92077  -1.01013  0.0797
H  -2.25116  -2.10924  0.64883  0.0803
H  0.80551  -1.34934  -0.04335  0.1179
H  0.58446  0.18390  0.12269  0.0790
H  -0.83751  -0.22887  2.38285  0.0750
H  0.39552  -1.87721  3.56284  0.0683
H  1.19176  -2.45921  2.02051  0.0735
H  -1.36542  1.81152  0.41508  0.1014
H  -1.91733  3.02449  -0.67475  0.1807
H  -2.58253  1.62079  -0.66219  0.1629
H  -0.57320  -3.04405  -1.67133  0.0104
H  -0.11319  -4.47122  -1.74090  0.0524
O  0.21046  -3.59181  -1.53031  -0.0421
H  -1.48113  1.77261  2.32515  -0.0129
H  -2.94709  1.28307  2.64427  0.0689
O  -2.42593  1.88230  2.09183  -0.0711
H  2.14674  2.26906  0.64455  -0.0083
H  2.32054  3.63392  -0.06299  0.0546
O  1.89535  3.20877  0.70182  -0.0834
H  2.39286  -2.79243  -2.13686  0.0189
H  3.68905  -1.96607  -2.37894  0.0454
O  3.02918  -2.20109  -1.71202  -0.0637
H  0.42970  2.58505  2.58676  0.0953
H  0.98913  1.24511  2.29483  0.0775
O  0.19253  1.76258  2.13163  -0.0716
H  3.09205  -0.17574  0.07831  0.0528
H  3.25826  0.62488  -1.19193  0.0586
O  2.82272  0.64723  -0.33557  -0.0433

Cartesian forces (eV/Å) of the 3 atoms listed first:
C -0.886 0.810 -1.770
C 1.525 -0.990 0.031
C -0.563 -1.103 0.549

=====

Record 5
The following is a DFT calculation (ωB97M-V with the def2-TZVPD basis set) of a cluster of 6 separate species, C7H26O7 in total.

Summary:
HOMO energy (eV): -9.82
E_tot (eV): -22009.48477
Structure (SMILES): OCCO.CO.CO.CO.CO.CO
Energy relative to the best compared isomer or geometry (same formula, charge and spin) (kJ/mol): 405.27

Each line ends with the Löwdin charge.
CARTESIAN COORDINATES (ANGSTROEM)
C  1.93426  1.28771  -2.29664  -0.1199
O  2.04496  2.51891  -3.10850  -0.1359
H  1.00362  0.76161  -2.50932  0.0541
H  2.75952  0.57735  -2.34614  0.0771
H  1.84948  1.64731  -1.27117  0.0655
H  1.21854  2.61485  -3.58748  0.0573
C  -0.84443  0.03942  0.22665  -0.1344
O  -0.42539  0.46874  1.49128  -0.1397
H  -1.56798  0.70496  -0.24413  0.0718
H  0.05552  0.04827  -0.38824  0.0673
H  -1.34878  -0.92487  0.28889  0.0718
H  0.37824  0.04185  1.79711  0.0253
C  0.62270  3.54523  2.64594  -0.1671
O  0.92833  2.28530  3.18273  -0.1275
H  1.24880  4.26560  3.17240  0.0790
H  0.78967  3.60949  1.57072  0.0760
H  -0.42546  3.75657  2.85758  0.0620
H  0.37074  1.63295  2.75247  0.0215
C  -3.43479  2.94248  1.34807  -0.1752
O  -3.18662  2.62632  0.01803  -0.1179
H  -4.36836  3.45339  1.58367  0.0746
H  -3.58559  1.95418  1.78240  0.0840
H  -2.57365  3.44920  1.78370  0.0680
H  -2.84644  3.42770  -0.38654  0.0792
C  2.55821  -2.22537  1.64418  -0.1190
O  1.70943  -1.15419  2.04113  -0.1261
H  2.78922  -2.98107  2.39494  0.0845
H  2.21281  -2.64895  0.70112  0.0778
H  3.48325  -1.73466  1.34152  0.0802
H  2.16307  -0.71800  2.76608  0.0928
C  -0.08030  -4.24153  -2.14689  -0.2650
C  -0.75985  -2.89914  -1.80605  -0.2413
O  -0.12352  -1.90460  -2.59653  -0.0818
O  -0.76742  -5.34142  -1.64727  -0.0408
H  0.93776  -4.26236  -1.75803  0.1186
H  0.08770  -4.15020  -3.21998  0.1164
H  -0.66779  -2.59389  -0.76372  0.0884
H  -1.83805  -2.88336  -1.96522  0.1227
H  -0.81217  -1.46229  -3.09825  0.0856
H  -1.48911  -5.53360  -2.25046  0.0905

Cartesian forces (eV/Å) of the 3 atoms listed first:
C -0.825 1.448 0.181
O 0.328 -1.513 0.417
H 0.103 -0.095 -0.197

=====

Question: What is the formula in the fourth record?
Answer: C7H26NO6

=====

Question: Look up the E_tot of the third one.
Answer: -25525.49492 eV